1.
{
  "formula": "C26H34N3W",
  "method": "the ωB97M-V functional and the def2-TZVPD basis",
  "molar_mass_g_mol": 572.42,
  "total_charge": 3,
  "orbital_gap_ev": [6.5241, 6.7836],
  "e_homo_ev": [-18.180, -17.787],
  "elements": ["W", "C", "C", "C", "C", "C", "C", "C", "C", "C", "C", "H", "H", "H", "H", "H", "H", "H", "H", "H", "H", "H", "H", "H", "H", "C", "N", "C", "C", "C", "C", "C", "C", "C", "N", "C", "C", "C", "C", "C", "C", "N", "C", "C", "H", "H", "H", "H", "H", "H", "H", "H", "H", "H", "H", "H", "H", "H", "H", "H", "H", "H", "H", "H"],
  "coordinates": [[0.083007, 0.990454, -0.098373], [-1.211505, 5.302808, 1.735334], [-0.799044, 4.412523, 0.560943], [0.702776, 4.521671, 0.247889], [-1.114163, 2.964197, 0.827841], [-0.356166, 2.246600, 1.806342], [-0.727570, 0.925147, 2.186221], [-1.591387, 0.161046, 1.406744], [-2.019882, -1.221293, 1.764908], [-2.086434, 0.796497, 0.202211], [-1.980826, 2.221172, 0.036701], [-0.955730, 6.338397, 1.515270], [-0.686124, 5.022389, 2.650218], [-2.283415, 5.254105, 1.920268], [-1.367818, 4.711870, -0.323152], [1.309846, 4.609425, 1.149745], [0.917383, 5.379858, -0.386455], [1.050858, 3.618878, -0.295327], [0.360461, 2.784918, 2.410205], [-0.281154, 0.461527, 3.058121], [-2.228349, -1.818315, 0.877870], [-2.952112, -1.136820, 2.330600], [-1.287595, -1.728807, 2.390797], [-2.719674, 0.220384, -0.461912], [-2.545766, 2.710640, -0.743094], [-1.149962, 2.047382, -2.859974], [-0.145906, 1.089997, -2.286495], [1.214186, 1.596356, -2.690524], [-0.317454, -0.259297, -2.834734], [-0.692157, -0.503053, -4.140114], [-0.707569, -1.815868, -4.600964], [-0.306537, -2.857213, -3.774490], [0.077368, -2.618783, -2.468585], [0.036344, -1.308779, -1.969465], [0.368646, -0.888293, -0.670613], [0.897926, -1.760048, 0.309246], [0.569091, -3.101731, 0.517292], [1.160005, -3.775832, 1.572798], [2.052841, -3.134815, 2.421649], [2.346682, -1.783380, 2.257006], [1.749864, -1.109916, 1.209692], [1.968886, 0.311073, 0.918944], [2.470805, 1.076192, 2.103859], [3.068165, 0.418769, -0.111781], [-0.990967, 2.142424, -3.931272], [-0.998728, 3.025570, -2.410034], [-2.154603, 1.676370, -2.678703], [1.214511, 1.826736, -3.756808], [1.964605, 0.832545, -2.508496], [1.435783, 2.521181, -2.147526], [-0.956506, 0.294909, -4.818063], [-1.002314, -2.019017, -5.621756], [-0.280508, -3.868680, -4.156173], [0.437076, -3.445988, -1.883660], [-0.186344, -3.603192, -0.065189], [0.904617, -4.812670, 1.744808], [2.512319, -3.681267, 3.234356], [3.025312, -1.296005, 2.941394], [3.476046, 0.743685, 2.355880], [1.825896, 0.928956, 2.963690], [2.516093, 2.129543, 1.836638], [4.006791, 0.108473, 0.346949], [3.163812, 1.458354, -0.430968], [2.858569, -0.241858, -0.948428]],
  "forces_ev_per_angstrom": [[-0.1, 0.2, 0.3], [0.0, 0.0, 0.0], [0.0, 0.0, 0.0], [0.0, -0.1, 0.0], [0.1, 0.0, 0.0], [-0.1, -0.1, -0.2], [0.0, -0.2, -0.1], [-0.3, 0.4, -0.4], [0.1, 0.0, 0.0], [0.1, -0.1, 0.3], [0.1, -0.1, 0.1], [0.0, 0.0, 0.0], [0.0, 0.0, 0.0], [0.0, 0.0, 0.0], [0.0, 0.0, 0.0], [0.0, 0.0, 0.0], [0.0, 0.0, 0.0], [0.1, 0.1, 0.0], [0.0, 0.0, 0.0], [0.0, 0.0, 0.0], [0.0, 0.0, 0.0], [0.0, 0.0, 0.0], [0.0, 0.0, 0.0], [0.0, 0.0, 0.0], [0.0, 0.0, 0.0], [0.1, 0.0, 0.0], [-0.2, 0.1, 0.0], [0.0, -0.1, 0.1], [0.0, -0.1, -0.1], [0.0, 0.1, 0.1], [0.0, 0.0, 0.0], [0.0, -0.1, 0.0], [0.1, 0.1, -0.1], [-0.1, 0.1, 0.1], [0.0, -0.3, -0.2], [-0.1, 0.0, 0.0], [0.1, 0.1, 0.1], [0.0, -0.1, 0.0], [0.0, 0.0, 0.1], [-0.1, 0.0, -0.2], [0.2, 0.1, 0.2], [0.0, 0.0, 0.1], [0.0, 0.0, -0.1], [-0.1, 0.0, 0.0], [0.0, 0.0, 0.0], [0.0, 0.0, 0.0], [0.0, 0.0, 0.0], [0.0, 0.0, 0.0], [0.0, 0.0, 0.0], [0.0, 0.0, 0.0], [0.0, 0.0, 0.0], [0.0, 0.0, 0.0], [0.0, 0.0, 0.0], [0.0, 0.0, 0.1], [0.0, 0.0, -0.1], [0.0, 0.0, 0.0], [0.0, 0.0, 0.0], [0.0, 0.0, 0.0], [0.0, 0.0, 0.0], [0.0, 0.0, 0.0], [0.0, 0.0, 0.0], [0.0, 0.0, 0.0], [0.0, 0.0, 0.0], [0.0, 0.0, 0.0]],
  "mulliken_charge": [0.3491, -1.5282, -0.0324, -1.0300, 0.5422, -0.7009, -1.1497, 0.4840, -1.5894, -0.5704, -0.8175, 0.4518, 0.3368, 0.4283, 0.6068, 0.3917, 0.4535, -0.0333, 0.9892, 0.7397, 0.3891, 0.4200, 0.3765, 0.5650, 0.9071, -1.2832, 0.2530, -0.8332, 1.1622, -0.7214, -0.9219, -1.0021, -1.1170, 0.2190, 2.1110, 0.0088, -1.2712, -1.1087, -0.8764, -0.5137, 1.0586, 0.2400, -1.5795, -1.0063, 0.5693, 0.2611, 0.4478, 0.4449, 0.3533, 0.2723, 0.4699, 0.4763, 0.4764, 0.7266, 0.6582, 0.4709, 0.4818, 0.4937, 0.6129, 0.4866, 0.2613, 0.4629, 0.3612, 0.4154]
}



2.
{
  "formula": "C26H34N4O2W",
  "method": "the ωB97M-V functional and the def2-TZVPD basis",
  "molar_mass_g_mol": 618.42,
  "total_charge": 2,
  "orbital_gap_ev": [6.8471, 6.7562],
  "e_homo_ev": [-13.886, -13.809],
  "elements": ["W", "C", "C", "C", "C", "C", "C", "C", "H", "H", "H", "H", "H", "H", "H", "H", "C", "N", "C", "C", "C", "C", "C", "C", "C", "N", "C", "C", "C", "C", "C", "C", "N", "C", "C", "H", "H", "H", "H", "H", "H", "H", "H", "H", "H", "H", "H", "H", "H", "H", "H", "H", "H", "H", "H", "N", "C", "C", "C", "O", "O", "H", "H", "H", "H", "H", "H"],
  "coordinates": [[-0.229733, -0.609241, -0.151585], [-3.017813, 2.897778, 0.533070], [-2.359954, 1.843276, 1.373163], [-0.976275, 1.635951, 1.312987], [-0.362425, 0.621803, 2.073726], [-1.153493, -0.153873, 2.950724], [-2.513303, 0.050227, 3.006482], [-3.108653, 1.036361, 2.214460], [-2.289440, 3.578670, 0.092390], [-3.724422, 3.483380, 1.120419], [-3.589442, 2.424147, -0.270282], [-0.372285, 2.353495, 0.776472], [0.709481, 0.639470, 2.229243], [-0.682671, -0.832707, 3.648282], [-3.122037, -0.521593, 3.694952], [-4.178135, 1.198148, 2.282066], [0.746743, -2.832488, 1.836977], [1.329210, -1.920080, 0.818284], [1.990619, -2.785520, -0.218585], [2.414881, -1.090897, 1.351996], [3.265750, -1.492017, 2.363270], [4.380013, -0.714841, 2.653617], [4.645002, 0.403280, 1.881463], [3.769516, 0.806268, 0.883344], [2.603315, 0.086122, 0.643059], [1.504934, 0.430351, -0.199076], [1.370591, 1.738092, -0.749097], [1.935661, 2.923487, -0.294170], [1.593022, 4.133064, -0.891964], [0.680445, 4.180203, -1.929634], [0.066908, 3.007217, -2.358155], [0.405354, 1.819598, -1.750000], [-0.226790, 0.532539, -2.060371], [-1.598499, 0.713742, -2.605779], [0.619154, -0.112696, -3.118296], [1.497283, -3.545878, 2.175231], [0.378408, -2.270862, 2.685666], [-0.065420, -3.395285, 1.384946], [2.899339, -3.209377, 0.205688], [1.336239, -3.613013, -0.482442], [2.257038, -2.195031, -1.094438], [3.097066, -2.403095, 2.920302], [5.049613, -1.006434, 3.450459], [5.543084, 0.980424, 2.054865], [4.035007, 1.653592, 0.273920], [2.588861, 2.938120, 0.560399], [2.038081, 5.045241, -0.518293], [0.417941, 5.122256, -2.390393], [-0.678575, 3.060016, -3.138732], [-1.557659, 1.241139, -3.557014], [-2.051425, -0.257171, -2.794566], [-2.212965, 1.264316, -1.898574], [0.669778, 0.556678, -3.976772], [1.622942, -0.274213, -2.733835], [0.183165, -1.052799, -3.446946], [-0.764473, -2.373574, -1.465783], [-1.889041, -3.192771, -0.881118], [-3.215770, -2.483429, -1.102629], [-3.244448, -1.044784, -0.628976], [-4.151270, -0.303136, -0.840946], [-2.137247, -0.650180, 0.049495], [-1.079466, -2.089629, -2.391351], [0.020769, -2.988715, -1.654122], [-1.705201, -3.316705, 0.182845], [-1.893791, -4.177511, -1.345118], [-4.016988, -3.014255, -0.586200], [-3.496108, -2.474652, -2.159020]],
  "forces_ev_per_angstrom": [[0.0, 0.0, -0.2], [0.0, 0.0, 0.0], [-0.1, 0.0, 0.0], [0.1, 0.0, -0.1], [-0.1, 0.0, 0.2], [-0.1, 0.0, 0.0], [0.0, 0.0, 0.0], [0.0, 0.1, -0.1], [0.0, 0.0, 0.0], [0.0, 0.0, 0.0], [0.0, 0.0, 0.0], [0.0, 0.0, 0.0], [0.0, 0.0, 0.0], [0.0, 0.0, 0.0], [0.0, 0.0, 0.0], [0.0, 0.0, 0.0], [0.0, 0.0, 0.0], [0.0, 0.2, 0.2], [0.0, -0.1, 0.0], [-0.1, -0.1, 0.1], [0.1, -0.1, 0.0], [-0.1, 0.0, 0.0], [0.0, 0.0, 0.0], [0.1, 0.0, -0.3], [-0.3, 0.3, 0.1], [-0.1, -0.1, 0.1], [0.0, 0.0, -0.1], [0.0, 0.0, 0.0], [0.0, -0.1, 0.0], [0.0, 0.0, 0.0], [0.0, 0.1, 0.0], [0.0, -0.1, 0.0], [0.0, 0.1, 0.0], [0.0, 0.0, 0.0], [0.0, 0.1, 0.0], [0.0, 0.0, 0.0], [0.0, 0.1, 0.0], [0.0, 0.0, 0.0], [0.0, 0.0, 0.0], [0.0, 0.0, 0.0], [0.0, 0.0, 0.0], [0.0, 0.0, 0.0], [0.0, 0.0, 0.0], [0.0, 0.0, 0.0], [0.0, 0.1, 0.0], [0.1, 0.0, 0.0], [0.0, 0.0, 0.0], [0.0, 0.0, 0.0], [0.0, 0.0, 0.0], [0.0, 0.0, 0.0], [0.0, 0.0, 0.0], [0.0, 0.0, 0.0], [0.0, 0.0, 0.0], [0.0, 0.0, 0.0], [0.0, 0.0, 0.0], [0.0, 0.1, 0.1], [-0.1, 0.2, -0.1], [0.2, -0.1, 0.0], [-0.3, -0.1, 0.0], [0.1, 0.1, 0.1], [0.4, -0.2, 0.0], [0.0, 0.0, 0.0], [0.0, 0.0, 0.0], [0.0, 0.0, 0.0], [-0.1, 0.0, 0.0], [0.0, 0.0, 0.0], [0.0, 0.0, 0.0]],
  "mulliken_charge": [1.1185, -1.7440, 0.6754, -0.1754, -0.6462, -0.7123, -1.0415, -0.3823, 0.3517, 0.5002, 0.2715, 0.5898, 1.1245, 0.7428, 0.4931, 0.4774, -1.1692, 0.7783, -1.2227, 0.3905, -0.5431, -1.0117, -0.7611, -1.2063, 0.7984, 1.1627, -0.2423, -1.3967, -1.0399, -1.0139, -0.4509, 0.9830, 0.7934, -1.5151, -1.1411, 0.5382, 0.3456, 0.1379, 0.4370, 0.6306, 0.2000, 0.4122, 0.4676, 0.4415, 0.8231, 0.7186, 0.4503, 0.4504, 0.4196, 0.5928, 0.3719, 0.3545, 0.4193, 0.2868, 0.4962, -0.7869, -0.4006, -0.9038, 0.1792, -0.4662, -0.2825, 0.2087, 0.2812, 0.0923, 0.5107, 0.4063, 0.3323]
}



3.
{
  "formula": "C26H35BIrN10O4",
  "method": "the ωB97M-V functional and the def2-TZVPD basis",
  "molar_mass_g_mol": 754.66,
  "multiplicity": 2,
  "total_charge": 2,
  "orbital_gap_ev": [7.5249, 4.1479],
  "relative_energy_ev": 1.223,
  "e_homo_ev": [-13.882, -13.882],
  "elements": ["Ir", "C", "C", "C", "C", "C", "N", "N", "B", "N", "N", "C", "C", "C", "C", "C", "N", "N", "C", "C", "C", "C", "C", "H", "H", "H", "H", "H", "H", "H", "H", "H", "H", "H", "H", "H", "H", "H", "H", "H", "H", "H", "H", "H", "H", "O", "C", "O", "C", "C", "N", "N", "C", "C", "O", "O", "H", "H", "H", "N", "C", "N", "C", "C", "C", "C", "C", "H", "H", "H", "H", "H", "H", "H", "H", "H", "H"],
  "coordinates": [[-0.230002, 0.256720, 0.450608], [-1.971605, -1.515179, -2.009580], [-1.291163, -2.261994, -0.916136], [-1.298738, -3.630837, -0.662657], [-0.533934, -3.819986, 0.474266], [-0.235309, -5.085574, 1.206848], [-0.085296, -2.622385, 0.876799], [-0.538742, -1.662943, 0.020093], [0.683878, -2.189708, 2.145654], [1.860745, -1.334532, 1.709162], [1.615205, -0.192540, 1.031963], [2.808104, 0.350119, 0.701019], [2.992100, 1.590218, -0.118533], [3.812895, -0.449382, 1.237121], [3.180279, -1.510126, 1.859074], [3.777990, -2.686152, 2.555904], [-0.290519, -1.317235, 2.938010], [-0.855841, -0.224230, 2.345408], [-1.820679, 0.210133, 3.189155], [-2.749733, 1.354181, 2.963940], [-1.822438, -0.588535, 4.325822], [-0.850329, -1.546792, 4.131274], [-0.447937, -2.675072, 5.023063], [-2.724003, -2.145778, -2.477767], [-1.250203, -1.228832, -2.772573], [-2.458412, -0.616901, -1.628517], [-1.804494, -4.392603, -1.230646], [-0.566481, -5.933504, 0.612975], [-0.758530, -5.115742, 2.163243], [0.829777, -5.195248, 1.405443], [1.044799, -3.128903, 2.781150], [2.050115, 2.005526, -0.456030], [3.587109, 1.362265, -1.002677], [3.550046, 2.347015, 0.437821], [4.874967, -0.289291, 1.162102], [4.861870, -2.613485, 2.519295], [3.478813, -3.617869, 2.076863], [3.469213, -2.733727, 3.599700], [-3.197340, 1.320569, 1.975903], [-2.245478, 2.310181, 3.111113], [-3.553087, 1.304580, 3.694818], [-2.472551, -0.491030, 5.178399], [-0.930249, -2.559547, 5.990333], [0.630047, -2.703743, 5.172229], [-0.752340, -3.634545, 4.604290], [-2.884818, 5.327974, 0.828305], [-1.869625, 5.317735, 1.552174], [-1.649020, 6.307853, 2.372001], [-0.895551, 4.265409, 1.534806], [0.344553, 4.168897, 2.175016], [0.830139, 2.966444, 1.867468], [-0.009420, 2.275364, 1.066421], [-1.057318, 3.025867, 0.888067], [-2.175596, 2.465006, 0.088239], [-3.107728, 3.231340, -0.235183], [-2.057481, 1.247695, -0.168213], [-2.953954, 4.400672, 0.169110], [0.876210, 4.872479, 2.796356], [1.727226, 2.566027, 2.109908], [0.311987, 0.712675, -1.458996], [0.106952, 1.009169, -2.562754], [-0.010992, 1.372411, -3.797715], [1.165423, 1.826420, -4.582910], [1.552480, 0.750099, -5.587470], [0.354419, 0.359440, -6.456130], [-0.828314, -0.085781, -5.593793], [-1.203037, 1.010371, -4.608000], [1.974035, 2.062581, -3.893686], [0.864412, 2.741200, -5.095889], [1.921968, -0.126706, -5.048289], [2.367374, 1.128381, -6.205473], [0.640725, -0.443243, -7.134544], [0.055666, 1.210017, -7.075467], [-0.559766, -0.992788, -5.044346], [-1.696026, -0.316313, -6.212884], [-2.012973, 0.729909, -3.939008], [-1.494480, 1.915801, -5.142844]],
  "forces_ev_per_angstrom": [[0.3, 1.8, 1.1], [0.0, 0.0, 0.1], [0.1, 0.0, 0.2], [0.0, 0.1, -0.1], [0.0, -0.1, 0.1], [0.0, 0.1, 0.0], [0.1, 0.1, -0.2], [-0.5, -0.6, -0.4], [-0.3, -0.5, -0.1], [0.3, 0.1, 0.2], [0.9, -0.3, -0.5], [-0.1, 0.0, 0.1], [0.0, -0.1, 0.1], [0.0, 0.1, -0.1], [0.0, -0.1, 0.0], [-0.1, 0.1, 0.0], [0.1, 0.2, 0.1], [-0.6, -0.1, 0.5], [0.2, -0.1, -0.1], [0.1, 0.0, -0.1], [-0.1, 0.1, 0.0], [0.1, -0.2, 0.1], [0.0, 0.1, -0.1], [0.0, 0.0, 0.0], [0.0, 0.0, -0.1], [0.0, 0.0, 0.0], [0.0, 0.0, 0.0], [0.0, 0.0, 0.0], [0.0, 0.0, 0.0], [0.0, 0.0, 0.0], [0.0, 0.0, 0.0], [0.0, 0.1, 0.0], [0.0, 0.0, 0.0], [0.0, 0.0, 0.0], [0.0, 0.0, 0.0], [0.0, 0.0, 0.0], [0.0, 0.0, 0.0], [0.0, 0.0, 0.0], [-0.1, 0.0, 0.0], [0.0, 0.1, 0.0], [0.0, 0.0, 0.0], [0.0, 0.0, 0.0], [0.0, 0.0, 0.0], [0.0, 0.0, 0.0], [0.0, 0.0, 0.0], [0.5, 1.1, 0.6], [-0.5, 0.8, -0.1], [-0.2, -0.4, -0.3], [0.9, -0.4, 0.5], [-0.4, 0.1, -0.2], [-0.1, -0.3, -0.2], [0.2, -0.3, 0.4], [-0.2, 0.7, -0.3], [0.5, -0.2, 0.1], [-0.1, -0.1, -0.5], [-0.6, -0.5, -0.3], [-0.5, -1.1, 0.0], [0.1, 0.0, 0.0], [0.0, 0.0, 0.1], [-0.6, -0.2, -0.4], [0.6, 0.1, 0.0], [-0.2, 0.1, -0.1], [0.0, -0.2, 0.0], [-0.1, 0.1, 0.0], [0.0, -0.1, 0.1], [0.0, 0.1, 0.0], [0.2, -0.1, 0.0], [0.0, 0.0, 0.0], [0.0, 0.0, 0.0], [0.0, 0.0, 0.0], [0.0, 0.0, 0.0], [0.0, 0.0, 0.0], [0.0, 0.0, 0.0], [-0.1, 0.0, 0.0], [0.0, 0.0, 0.0], [0.0, 0.0, 0.0], [-0.1, 0.0, 0.0]],
  "mulliken_spin": [0.0067, 0.0009, -0.0002, 0.0022, -0.0011, 0.0005, 0.0002, -0.0021, -0.0061, 0.0010, -0.0013, -0.0003, 0.0002, 0.0022, -0.0005, 0.0001, 0.0017, 0.0003, -0.0003, -0.0005, 0.0018, -0.0009, -0.0001, 0.0004, -0.0002, -0.0002, 0.0000, 0.0001, -0.0001, -0.0001, 0.0004, -0.0003, 0.0000, 0.0000, -0.0003, -0.0001, -0.0001, 0.0000, -0.0001, 0.0002, 0.0001, -0.0002, 0.0000, 0.0000, 0.0000, 0.0148, 0.0459, 0.9597, -0.0264, -0.0002, 0.0000, -0.0014, -0.0054, -0.0001, 0.0071, 0.0012, 0.0018, -0.0011, 0.0004, -0.0002, -0.0001, -0.0001, 0.0000, 0.0001, -0.0002, 0.0002, 0.0000, 0.0000, 0.0000, 0.0000, 0.0000, 0.0001, 0.0000, -0.0001, 0.0001, -0.0001, 0.0000]
}



What is the formula in the first record?
C26H34N3W